Record 1
9
Properties=species:S:1:pos:R:3 method="wB97M-V/def2-TZVPD" homo_ev="-13.7 / -13.6" de_lowest_kcal_mol=115.6 spin_multiplicity=4 total_charge=+1
Co 0.89 -1.88 0.00
O -0.62 -1.59 1.10
H 1.07 2.06 -0.65
C -0.10 0.46 0.30
C -0.80 -0.22 1.20
H -1.84 -1.13 1.08
O 1.07 -0.06 -0.45
C 0.42 1.20 -0.81
H -0.10 1.17 -1.77

---

Record 2
10
Properties=species:S:1:pos:R:3 method="wB97M-V/def2-TZVPD" smiles="C[C@@H](I)C(=O)[O-]" homo_ev=-4.1 de_lowest_kcal_mol=4.6 total_charge=-1
O 0.81 1.86 0.04
O -1.36 2.13 0.46
H -0.27 -0.26 -1.53
H 0.82 -1.11 1.30
C 0.72 -0.85 0.21
H 0.81 -1.79 -0.42
C -0.48 -0.18 -0.38
H 1.66 -0.21 -0.02
I -2.37 -1.12 0.19
C -0.34 1.53 0.15

---

Record 3
93
Properties=species:S:1:pos:R:3 method="wB97M-V/def2-TZVPD" homo_ev=-9.6
H 0.26 1.59 -4.64
C 1.88 -2.05 6.28
H 6.85 0.54 -0.17
C 0.27 -0.50 -4.49
H -2.74 1.96 -3.77
C 2.06 2.90 -0.96
H -1.33 -1.69 3.60
N 2.12 1.59 -1.38
H -5.16 2.66 1.85
N -4.01 0.73 -0.88
H -4.36 -0.34 -5.13
O -3.42 -2.54 -1.50
N 0.57 -1.44 -3.44
Li -2.72 -0.85 -0.52
C -3.52 1.82 -1.75
Li 0.64 -0.09 2.82
C 4.57 0.87 1.15
C 6.67 -0.15 0.60
C 3.22 0.38 4.05
O 2.54 -1.55 5.17
H -1.17 1.29 4.57
H -6.61 3.75 -0.75
H -4.14 2.68 -1.65
H 2.01 -3.14 6.38
H 4.29 0.17 4.17
H 0.48 -2.40 -3.73
H 7.01 -1.13 0.42
H -4.88 0.44 -1.29
N 1.00 3.25 -0.20
H 0.81 -1.90 6.25
H 2.58 -0.06 0.78
C -5.21 2.32 0.80
H -3.54 1.10 -5.46
H -2.76 0.34 -3.05
C 3.12 0.56 1.52
O -0.37 -1.86 3.52
C 2.40 -0.16 5.17
H 2.86 0.33 6.03
H 5.10 1.28 2.07
N -1.83 -4.03 -1.90
H -7.28 3.79 0.86
H 3.12 1.47 4.05
H -0.24 -2.13 2.57
H 2.94 -1.06 2.75
H -1.19 1.19 3.00
O -1.94 -0.70 1.31
H 7.02 0.27 1.60
H 4.68 -1.27 -1.07
O -0.74 0.91 3.80
O 3.07 3.61 -1.20
H -3.26 1.33 0.91
C -4.23 1.11 0.51
H -8.16 2.94 -0.39
H 5.46 -4.14 0.54
N -3.23 -3.45 -3.53
H -2.49 -3.62 -4.18
H 0.28 -1.21 -2.45
C 4.76 -3.29 -1.32
H 1.08 4.17 0.20
H 4.15 -1.84 -2.52
H 1.32 0.09 5.31
H 2.33 -1.67 7.17
O 0.43 -1.16 1.09
H 1.48 0.93 -0.95
H 0.84 0.95 -3.18
O -0.84 -0.18 -0.81
C -7.18 3.16 0.02
C -3.31 1.26 -3.13
O -4.60 1.22 -3.78
N 0.19 0.74 -3.95
H -2.67 2.08 -1.25
O 5.25 -0.32 0.71
H -1.17 -4.35 -2.63
O -6.50 2.00 0.37
H 0.37 2.53 0.24
H -5.36 0.98 -5.74
H -1.33 -3.70 -1.10
H -3.79 -2.68 -3.81
H 4.58 1.67 0.37
O 4.34 -4.22 -1.94
N 5.26 -3.34 -0.06
H 2.61 1.56 1.40
H -4.81 3.18 0.19
C -4.48 0.77 -5.10
O -0.28 1.07 1.23
O 0.06 -0.78 -5.67
S -0.66 -0.24 0.66
H -4.63 0.23 1.00
N 2.68 -0.08 2.75
N 4.74 -2.01 -1.76
C -2.84 -3.25 -2.29
H 5.58 -2.46 0.37
H 3.04 1.22 -1.70

---

Record 4
17
Properties=species:S:1:pos:R:3 method="wB97M-V/def2-TZVPD" smiles="C=C=C.CPC" homo_ev=-9.0 de_lowest_kcal_mol=55.5
H -1.24 -0.69 2.03
H 1.09 1.64 1.70
H -2.99 -0.70 2.70
H 0.43 -1.52 -1.57
C -2.81 -0.68 0.72
H 1.66 -2.22 -0.56
C 0.63 1.02 0.83
H 0.05 1.76 0.21
C 0.91 -1.49 -0.57
H 2.53 -0.42 0.68
C -2.31 -0.72 1.85
H -3.25 -1.42 -1.09
C -3.03 -0.57 -0.54
H -2.90 0.38 -1.03
H -0.11 0.31 1.20
H 0.18 -1.44 0.23
P 1.77 0.19 -0.34